# 1
A structure of composition C5H12BN at a distorted geometry. Source: the Open Molecules 2025 dataset; level of theory: the ωB97M-V functional and the def2-TZVPD basis.

As for the spin multiplicity: 1. The value obtained for the gap between HOMO and LUMO is 9.857 eV. The value obtained for the energy relative to the best compared isomer or geometry (same formula, charge and spin) is 0.7184 eV.

Last column: Mulliken charge in e.
Atoms and positions in Å:
B  -0.7285  -0.1811  -0.1281  0.302
C  -0.7212  -0.9338  1.3203  -0.847
C  0.6922  -0.4466  1.8961  -0.557
C  1.5433  -0.0127  0.7553  -0.623
C  -2.3807  0.2173  -1.3680  -1.043
C  1.1556  0.8840  -1.5544  -1.060
N  0.5762  0.2178  -0.3062  0.002
H  -1.4397  -0.7113  2.0453  0.373
H  -0.7793  -2.0206  1.1586  0.271
H  0.4510  0.4689  2.4597  0.237
H  1.2701  -1.1298  2.5262  0.362
H  2.2486  0.7399  0.8713  0.398
H  2.1054  -0.9364  0.4880  0.256
H  -3.1545  -0.4519  -1.1511  0.339
H  -1.8275  -0.0296  -2.3477  0.226
H  -2.7875  1.2070  -1.2856  0.315
H  0.3086  1.2374  -2.1352  0.315
H  1.7922  1.6786  -1.2244  0.303
H  1.6759  0.2030  -2.0201  0.430



# 2
A cluster of 3 separate species, C32H46BBrFN2O11PS4 in total at a distorted geometry. Source: the Open Molecules 2025 dataset; level of theory: the ωB97M-V functional and the def2-TZVPD basis.

Its SMILES is CCB(O)c1cc(P(C)C)c2c(c1N=C=O)N(F)c1c(S)c([C@H](Br)CC)cc(CCCCCCCOC)c1S2.O=S1(=O)OCCO1.O=S1(=O)OCCO1. As for the spin multiplicity: 1. The value obtained for the gap between HOMO and LUMO is 7.077 eV.

Last column: Mulliken charge in e.
Atoms and positions in Å:
C  -3.7362  -7.2419  3.8643  -0.897
C  -4.4756  -6.2974  4.9823  -0.329
B  -5.4179  -5.0844  4.3145  0.503
O  -6.8707  -4.9613  4.6537  -0.629
C  -4.6223  -4.0261  3.2948  0.374
C  -4.3184  -4.6287  1.7711  -0.429
C  -3.5012  -3.6822  0.7115  0.207
P  -3.1616  -4.4206  -1.0383  0.294
C  -4.4997  -5.8088  -1.3193  -0.976
C  -3.6108  -3.1164  -2.4137  -0.768
C  -3.0276  -2.1969  1.2156  0.385
C  -3.3269  -1.5197  2.6842  -0.218
C  -4.1659  -2.4869  3.7607  -0.304
N  -4.5347  -2.0028  5.1735  -0.467
C  -3.4759  -2.4693  5.9559  0.652
O  -2.7081  -2.9917  6.9521  -0.479
N  -2.9224  -0.1320  3.1320  0.141
F  -3.7891  0.8124  2.6604  -0.215
C  -1.5414  0.2640  2.6556  -0.330
C  -0.5755  1.1746  3.6740  0.632
S  -1.3288  1.6016  5.3345  -0.155
C  0.9325  1.6787  3.2829  0.432
C  1.9357  2.6053  4.1848  -0.578
Br  2.2160  1.8937  6.0768  -0.120
C  1.6167  4.2186  4.1485  -0.414
C  0.0310  4.6163  4.2152  -0.744
C  1.4986  1.1832  1.7887  -1.191
C  0.6258  0.2848  0.7225  0.258
C  1.3441  -0.1136  -0.6968  -0.282
C  0.5071  0.3070  -2.0428  0.297
C  1.5565  0.0851  -3.3211  -0.300
C  0.9223  0.5103  -4.7717  -0.532
C  1.7653  1.8639  -5.2626  -0.850
C  1.3465  3.0752  -4.2394  0.243
C  -0.2761  3.4102  -4.2722  -0.365
O  -0.4269  4.8060  -3.8282  -0.413
C  -0.4030  4.8064  -2.3576  -0.353
C  -0.8953  -0.1357  1.1755  0.282
S  -2.0280  -1.1287  0.0015  -0.165
H  -4.4632  -7.5543  2.9845  0.187
H  -2.8852  -6.5790  3.3513  0.267
H  -3.2212  -8.2049  4.2897  0.310
H  -5.1966  -7.0102  5.5990  0.210
H  -3.6427  -5.8479  5.7019  0.192
H  -7.0566  -5.6519  5.3641  0.310
H  -4.6667  -5.7288  1.4995  0.082
H  -4.7299  -5.7559  -2.4893  0.301
H  -4.1276  -6.8668  -0.9765  0.287
H  -5.4776  -5.4405  -0.7864  0.310
H  -4.3078  -2.2516  -1.9979  0.251
H  -2.6125  -2.5699  -2.7618  0.119
H  -4.0394  -3.6443  -3.3731  0.350
H  -2.6797  1.9844  5.1904  0.180
H  3.0171  2.4915  3.6893  0.332
H  2.1793  4.7743  5.0381  0.305
H  2.0503  4.7187  3.1560  0.261
H  -0.3176  4.4115  5.3384  0.186
H  -0.6733  3.9800  3.5261  0.221
H  -0.1185  5.7919  4.0705  0.312
H  2.6062  1.4983  1.4802  0.014
H  1.5447  -1.2897  -0.6491  0.125
H  2.4260  0.3777  -0.7433  0.293
H  0.0569  1.3995  -2.0187  -0.133
H  -0.4102  -0.4168  -2.2833  -0.108
H  1.7757  -1.0764  -3.3621  0.053
H  2.5771  0.6410  -3.0904  0.364
H  -0.2392  0.6668  -4.7803  0.256
H  1.2428  -0.3450  -5.5395  0.324
H  1.5633  2.1269  -6.3993  0.333
H  2.9398  1.6664  -5.1961  0.258
H  1.9434  4.0451  -4.5699  0.084
H  1.6879  2.8636  -3.1197  0.062
H  -0.7032  3.2185  -5.3630  0.275
H  -0.8955  2.7194  -3.5465  0.199
H  0.0275  3.7977  -1.8904  0.078
H  0.3427  5.6657  -2.0260  0.188
H  -1.4431  4.9919  -1.8514  0.235
O  4.5379  4.3619  -2.6124  -0.441
S  5.2593  5.4443  -3.2443  1.053
O  6.6084  5.3065  -3.7415  -0.556
O  5.1998  6.7399  -2.2564  -0.323
C  4.5892  7.8324  -2.9411  -0.331
C  3.6411  7.1991  -3.9558  -0.122
O  4.3278  6.0471  -4.4398  -0.304
H  5.3775  8.4040  -3.4415  0.285
H  4.0642  8.4801  -2.2339  0.309
H  3.3977  7.8766  -4.7778  0.350
H  2.7161  6.8636  -3.4750  0.077
O  5.1670  -1.4801  -2.5849  -0.571
S  4.2162  -2.5221  -2.2663  1.160
O  3.0459  -2.7919  -3.0687  -0.577
O  3.7496  -2.3280  -0.7163  -0.220
C  4.0558  -3.5085  0.0239  -0.378
C  5.2643  -4.1259  -0.6747  -0.429
O  5.0377  -3.9170  -2.0667  -0.311
H  3.1891  -4.1755  -0.0249  0.298
H  4.2646  -3.2604  1.0680  0.340
H  5.3719  -5.1912  -0.4571  0.318
H  6.1872  -3.6037  -0.4007  0.306



# 3
A cluster of 3 separate species, C7H10N2O in total at a distorted geometry. Source: the Open Molecules 2025 dataset; level of theory: the ωB97M-V functional and the def2-TZVPD basis.

As for the spin multiplicity: 1. The value obtained for the gap between HOMO and LUMO is 8.546 eV. The value obtained for the energy relative to the best compared isomer or geometry (same formula, charge and spin) is 5.0197 eV.

Last column: Mulliken charge in e.
Atoms and positions in Å:
C  3.2471  -0.0538  -0.0854  0.517
C  2.9679  1.3375  0.2432  -0.546
C  -3.5413  -0.7730  -0.1325  -0.145
C  -3.7042  0.6253  0.0389  -0.417
C  -2.5278  1.3588  0.0094  -0.316
C  -1.2692  0.7173  0.0428  -0.111
C  -1.2299  -0.7090  -0.0765  -0.179
H  3.2492  -2.0030  0.9407  0.325
H  3.0150  -0.8552  2.2368  0.305
H  4.0303  1.8416  0.1453  0.274
H  2.5556  1.2833  1.2927  0.248
H  2.1081  1.6084  -0.3569  0.140
H  -4.4679  -1.4015  -0.0714  0.300
H  -4.6658  1.0852  0.1503  0.386
H  -2.4106  2.4645  -0.1009  0.300
H  -0.4105  1.3224  0.0192  0.272
H  -0.2833  -1.2125  -0.1482  0.407
N  2.6880  -0.9975  0.6737  -0.688
N  -2.3825  -1.4049  -0.1231  -0.529
O  3.9357  -0.2917  -1.0252  -0.542



# 4
A structure of composition C7H12ClIO3PSm at a distorted geometry. Source: the Open Molecules 2025 dataset; level of theory: the ωB97M-V functional and the def2-TZVPD basis.

As for the total charge: +2. As for the spin multiplicity: 6. The value obtained for the gap between HOMO and LUMO (alpha / beta) is 7.002 / 7.199 eV.

Last column: Mulliken charge in e.
Atoms and positions in Å:
C  -3.0083  -4.0088  -0.1876  -0.947
C  -1.8833  -3.0601  0.1648  0.725
H  -2.8372  -4.7012  -1.0422  0.345
H  -3.8988  -3.3768  -0.3852  0.365
H  -3.1917  -4.6254  0.7370  0.382
O  -0.7353  -2.8252  -0.2557  -0.501
I  -2.7229  -1.7111  2.1425  0.164
Sm  -0.0558  -0.9201  1.2514  0.790
P  1.0294  1.5016  -0.1731  0.767
C  1.8238  2.0855  -1.6948  -1.239
C  -0.6437  1.0379  -0.8146  -1.026
H  0.2759  2.9969  1.6029  0.285
H  -0.1514  3.5667  -0.0535  0.446
H  1.5411  3.7544  0.5142  0.406
C  0.6381  3.1246  0.5724  -1.174
H  -1.3642  0.3921  -0.2295  0.389
H  -1.1455  2.0136  -0.8104  0.413
H  1.1480  2.7827  -2.2039  0.424
H  2.0518  1.2436  -2.3589  0.372
H  -0.5329  0.7237  -1.8658  0.357
H  2.7278  2.6471  -1.4225  0.397
C  1.8767  -1.2394  -0.4094  0.192
O  2.8800  -1.5244  -0.9177  -0.112
Cl  0.0604  0.8799  2.9998  -0.364
O  3.4557  -0.2670  2.8153  -0.063
C  2.6623  -0.4908  2.0246  0.205



# 5
The ion C2H3N4S with charge -1 at a distorted geometry. Source: the Open Molecules 2025 dataset; level of theory: the ωB97M-V functional and the def2-TZVPD basis.

Its SMILES is Cn1nnc([S-])n1. As for the total charge: -1. As for the spin multiplicity: 1. The value obtained for the gap between HOMO and LUMO is 6.238 eV. The value obtained for the energy relative to the best compared isomer or geometry (same formula, charge and spin) is 1.2216 eV.

Last column: Mulliken charge in e.
Atoms and positions in Å:
C  1.0095  1.2704  -0.2823  -0.741
N  0.1987  0.1470  -0.0100  1.010
N  0.6576  -1.1118  -0.2252  -0.526
N  -0.2820  -1.9161  0.0111  -0.307
C  -1.3353  -1.1893  0.3967  0.153
S  -2.8383  -1.7835  0.9053  -0.559
N  -1.0219  0.1528  0.3679  -0.833
H  1.7631  0.7906  -0.9914  0.275
H  0.4656  2.1327  -0.8653  0.225
H  1.3831  1.5072  0.6932  0.303



# 6
A structure of composition C6H9N at a distorted geometry. Source: the Open Molecules 2025 dataset; level of theory: the ωB97M-V functional and the def2-TZVPD basis.

As for the spin multiplicity: 1. The value obtained for the gap between HOMO and LUMO is 8.419 eV. The value obtained for the energy relative to the best compared isomer or geometry (same formula, charge and spin) is 2.7838 eV.

Last column: Mulliken charge in e.
Atoms and positions in Å:
C  -0.5706  -1.0685  -1.5159  -0.915
C  -0.3599  -0.1332  -0.4165  0.119
C  0.5731  0.1074  0.5759  0.698
C  1.8483  -0.6473  0.8217  -1.223
C  0.0122  1.1545  1.3514  -0.438
C  -1.1757  1.5427  0.7415  -0.708
N  -1.3991  0.7386  -0.3756  -0.176
H  0.3754  -1.4563  -1.9305  0.294
H  -1.4142  -0.3321  -2.2586  0.139
H  -1.2901  -1.8718  -1.3817  0.252
H  2.5604  -0.0591  1.4116  0.336
H  2.3425  -0.9094  -0.1216  0.321
H  1.6698  -1.5809  1.3658  0.248
H  0.4893  1.6119  2.2214  0.376
H  -1.7783  2.4059  0.9716  0.401
H  -1.8831  0.4976  -1.4604  0.276



# 7
A structure of composition C29H48LaNOP3S at a distorted geometry. Source: the Open Molecules 2025 dataset; level of theory: the ωB97M-V functional and the def2-TZVPD basis.

As for the total charge: +3. As for the spin multiplicity: 1. The value obtained for the gap between HOMO and LUMO (alpha / beta) is 5.792 / 7.438 eV. The value obtained for the energy relative to the best compared isomer or geometry (same formula, charge and spin) is 2.9180 eV.

Last column: Mulliken charge in e.
Atoms and positions in Å:
La  1.8110  -1.5307  0.9577  0.887
P  -2.3671  1.3914  -1.3941  0.857
P  1.2839  -1.9852  -2.1052  0.802
P  1.0395  1.6828  1.9715  0.419
H  4.3674  -1.6083  -0.4146  0.375
C  4.1599  -1.4908  0.6653  -0.608
C  3.8419  -2.6190  1.4587  -1.141
H  3.7575  -3.6364  1.0500  0.406
C  -3.5222  1.9880  -2.6276  -1.207
C  -2.3805  -0.3981  -1.3232  -0.714
C  -2.8699  1.9376  0.2333  -0.715
C  2.7649  -2.7131  -2.9489  -1.303
C  0.0318  -3.3105  -2.3703  -1.334
C  0.7469  -0.8796  -3.4902  -1.256
C  2.5079  2.1358  2.9997  -1.238
C  -0.1581  1.7336  3.3711  -1.132
C  0.7204  3.3916  1.3703  -1.048
H  4.5707  -0.5780  1.1592  0.404
H  3.9599  -2.6274  2.5565  0.533
H  -4.4644  1.4492  -2.4975  0.420
H  -3.1439  1.8139  -3.6372  0.386
H  -3.7032  3.0584  -2.5012  0.432
H  -3.4047  -0.7050  -1.1020  0.566
H  -1.7305  -0.7081  -0.4965  -0.282
H  -2.0233  -0.8305  -2.2606  0.493
H  -3.1547  2.9951  0.2127  0.516
H  -2.0723  1.7980  0.9781  -0.232
H  -3.7502  1.3422  0.5148  0.393
H  2.4674  -3.4338  -3.7348  0.392
H  3.3956  -3.2246  -2.2116  0.346
H  3.3518  -1.8998  -3.4129  0.422
H  -0.2763  -3.3362  -3.4244  0.505
H  -0.8512  -3.1164  -1.7478  0.301
H  0.4354  -4.2888  -2.0913  0.314
H  0.3850  -1.5108  -4.3209  0.462
H  1.6011  -0.2673  -3.8278  0.413
H  -0.0616  -0.2191  -3.1474  0.085
H  2.1642  2.9360  3.6682  0.514
H  3.3344  2.5059  2.3743  0.255
H  2.8333  1.2668  3.5876  0.402
H  0.1751  2.5097  4.0750  0.509
H  -0.1768  0.7505  3.8638  0.109
H  -1.1754  1.9725  3.0255  0.474
H  0.7529  4.0683  2.2269  0.522
H  -0.2480  3.4325  0.8652  0.180
H  1.5049  3.7197  0.6710  0.299
C  1.9340  2.6969  -1.8281  0.380
C  2.5371  3.3374  -2.9626  -0.683
C  3.5411  4.2765  -2.7531  -0.412
C  4.2785  4.2767  -1.5425  -0.449
C  4.0019  3.2981  -0.5840  -0.280
C  2.8866  2.4763  -0.7451  -0.332
O  0.6769  2.4618  -1.7906  -0.545
H  -0.9852  1.7365  -1.6659  0.189
H  2.0599  3.2121  -3.9280  0.453
H  3.7774  5.0053  -3.5301  0.432
H  5.0721  4.9963  -1.2884  0.440
H  4.6689  3.1474  0.2815  0.355
H  2.6468  1.7106  0.0065  0.368
N  1.0395  -2.5845  2.7101  0.015
S  -0.3063  -3.2357  3.4056  0.081
C  -1.6004  -2.0207  3.0624  0.027
C  -1.8541  -1.1016  4.0857  -0.724
C  -3.0441  -0.3640  4.1103  -0.761
C  -3.9432  -0.5032  3.0486  -0.461
C  -3.6385  -1.3100  1.9357  -1.068
C  -2.4242  -2.0083  1.9231  0.156
C  -0.7535  -4.4269  2.1477  0.380
C  -0.0311  -4.7626  1.0022  0.162
C  -0.5470  -5.7697  0.1740  -0.812
C  -1.7323  -6.4254  0.5022  -0.704
C  -2.4371  -6.0806  1.6553  -0.739
C  -1.9354  -5.0958  2.4932  -0.244
H  1.8763  -2.9938  3.1677  0.278
H  -1.1043  -0.9804  4.8667  0.604
H  -3.2476  0.3286  4.9407  0.456
H  -4.8900  0.0384  3.0731  0.480
H  -4.3380  -1.3760  1.0849  0.589
H  -2.1301  -2.5735  1.0335  0.784
H  0.9248  -4.2586  0.7726  0.525
H  0.0003  -6.0341  -0.7315  0.521
H  -2.1002  -7.2181  -0.1394  0.437
H  -3.3643  -6.5732  1.9260  0.463
H  -2.4610  -4.8028  3.4072  0.458



# 8
The molecule C5H6O. Source: the Open Molecules 2025 dataset; level of theory: the ωB97M-V functional and the def2-TZVPD basis.

Its SMILES is CCC#CC=O. As for the spin multiplicity: 1. The value obtained for the gap between HOMO and LUMO is 10.641 eV. The value obtained for the energy relative to the best compared isomer or geometry (same formula, charge and spin) is 2.6611 eV.

Last column: Mulliken charge in e.
Atoms and positions in Å:
C  1.0045  1.2397  -0.7576  -1.003
C  -0.4609  0.8512  -0.5432  -0.333
C  -0.6943  -0.5701  -0.3976  -0.004
C  -0.8416  -1.7238  -0.0335  -0.192
C  -0.4872  -2.0789  1.3424  0.201
O  0.6428  -1.9705  1.7524  -0.467
H  1.6167  0.9942  0.1164  0.298
H  1.4301  0.7268  -1.6235  0.317
H  1.0589  2.3186  -0.9250  0.309
H  -1.1071  1.2267  -1.3377  0.310
H  -0.8237  1.2872  0.3997  0.232
H  -1.3382  -2.3012  2.0072  0.332



Q: Which formula does entry 7 have?
A: C29H48LaNOP3S